# 1
{"formula": "C22H32N5O10", "method": "ωB97M-V with the def2-TZVPD basis set", "relative_energy_kj_mol": 0.00, "e_tot_ev": -51244.5929, "homo_energy_ev": -5.422, "charge": -1, "orbital_gap_ev": 6.7, "largest_force_ev_per_a": 12.95, "symbols": ["C", "O", "O", "O", "H", "C", "C", "C", "C", "C", "C", "N", "O", "O", "H", "H", "H", "H", "H", "C", "C", "C", "C", "C", "C", "N", "O", "O", "H", "H", "H", "H", "H", "C", "O", "N", "C", "C", "H", "H", "H", "H", "H", "H", "H", "C", "O", "N", "C", "C", "H", "H", "H", "H", "H", "H", "H", "C", "O", "N", "C", "C", "H", "H", "H", "H", "H", "H", "H"], "coordinates": [[2.227, 0.241, 0.101], [3.124, 0.524, -0.666], [1.176, 1.045, 0.134], [2.221, -0.934, 0.650], [1.324, 1.633, -0.664], [-1.699, -2.391, -0.844], [-3.004, -2.906, -0.302], [-2.989, -3.199, 1.112], [-1.774, -3.162, 1.929], [-0.499, -2.496, 1.333], [-0.517, -2.130, -0.206], [-1.752, -3.626, 3.273], [-0.491, -3.717, 3.862], [-2.733, -3.841, 3.886], [-1.802, -2.297, -1.771], [-3.804, -2.816, -0.786], [-3.992, -3.542, 1.587], [0.421, -2.659, 1.654], [0.230, -1.481, -0.665], [2.490, -1.073, 4.959], [1.911, -0.463, 6.160], [0.834, 0.585, 5.957], [0.064, 0.614, 4.627], [0.751, -0.143, 3.469], [1.953, -0.918, 3.769], [-1.056, 1.605, 4.451], [-1.147, 2.644, 5.107], [-1.856, 1.246, 3.556], [3.238, -1.765, 5.170], [2.405, -0.535, 7.075], [0.292, 1.341, 6.684], [0.555, -0.111, 2.399], [2.398, -1.245, 2.808], [2.570, -2.622, -3.068], [2.905, -3.778, -3.000], [1.712, -2.066, -3.992], [1.396, -0.675, -3.830], [1.300, -2.825, -5.086], [2.948, -1.996, -2.364], [0.466, -0.534, -4.233], [2.178, 0.064, -4.093], [1.573, -0.620, -2.665], [0.399, -3.476, -4.899], [1.993, -3.386, -5.604], [0.892, -2.040, -5.815], [1.886, 2.693, -2.479], [1.114, 2.368, -3.536], [1.368, 3.440, -1.527], [2.235, 3.967, -0.538], [-0.024, 3.954, -1.627], [2.879, 2.287, -2.527], [2.411, 5.014, -0.819], [3.251, 3.451, -0.426], [1.860, 3.846, 0.453], [-0.008, 4.337, -2.512], [-0.076, 4.546, -0.749], [-0.796, 3.251, -1.633], [-1.974, 0.935, -2.096], [-2.295, 0.981, -3.327], [-2.835, 1.381, -1.200], [-2.366, 1.382, 0.169], [-4.221, 1.810, -1.667], [-1.006, 0.655, -1.804], [-2.257, 2.111, 0.725], [-1.401, 0.977, 0.162], [-2.950, 0.689, 0.992], [-4.109, 2.102, -2.868], [-4.484, 2.579, -0.990], [-5.020, 1.182, -1.337]], "lowdin_charge": [-0.8572, -0.0150, 0.0450, -0.0953, 0.0807, -0.0613, 0.0081, -0.0091, -0.1192, 0.1485, 0.0153, -0.3195, -0.0590, 0.0973, 0.0130, 0.0070, 0.1283, 0.0250, 0.0816, -0.1031, -0.0281, 0.0184, -0.0671, 0.0693, -0.1011, -0.3513, 0.0441, 0.0265, 0.0822, 0.0519, 0.1168, 0.0714, 0.0990, -0.3194, 0.0278, -0.2099, -0.0500, -0.0887, 0.0970, 0.0555, 0.0886, 0.1085, 0.1022, 0.0521, 0.1111, -0.2462, -0.1070, -0.2090, -0.0749, 0.0497, 0.1283, 0.0962, 0.1281, 0.0798, 0.0344, 0.0933, 0.0649, -0.3319, -0.0719, -0.1410, -0.0482, -0.0049, 0.1042, -0.0207, 0.0464, 0.1496, 0.1566, 0.0480, 0.0585]}

# 2
{"formula": "C22H32O21Pb", "method": "ωB97M-V with the def2-TZVPD basis set", "relative_energy_kj_mol": 284.10, "e_tot_ev": -71578.2580, "homo_energy_ev": -7.085, "orbital_gap_ev": 7.4, "largest_force_ev_per_a": 5.94, "symbols": ["Pb", "O", "C", "O", "O", "H", "O", "C", "O", "O", "H", "C", "C", "C", "O", "C", "O", "O", "H", "H", "H", "H", "H", "H", "C", "C", "C", "O", "C", "O", "O", "H", "H", "H", "H", "H", "H", "C", "C", "C", "O", "C", "O", "O", "H", "H", "H", "H", "H", "H", "C", "C", "C", "O", "C", "O", "O", "H", "H", "H", "H", "H", "H", "C", "C", "C", "O", "C", "O", "O", "H", "H", "H", "H", "H", "H"], "coordinates": [[0.404, -0.298, -0.383], [-2.330, 3.163, -1.044], [-1.429, 2.196, -0.753], [-0.762, 1.719, -1.714], [-1.251, 1.620, 0.328], [-2.233, 3.298, -1.989], [3.419, -3.392, 0.022], [2.537, -2.401, -0.162], [2.597, -1.286, 0.442], [1.501, -2.564, -0.806], [3.035, -4.102, -0.497], [-5.579, -2.896, -2.942], [-4.641, -1.693, -2.852], [-4.645, -1.046, -1.481], [-3.220, -0.824, -1.312], [-2.448, -1.429, -2.197], [-1.226, -1.395, -2.306], [-3.243, -2.022, -3.015], [-5.573, -3.369, -3.925], [-6.597, -2.600, -2.690], [-5.453, -3.592, -2.113], [-4.945, -0.964, -3.603], [-5.086, -1.708, -0.735], [-5.142, -0.076, -1.488], [-5.656, -2.037, 2.567], [-4.218, -2.744, 2.613], [-3.949, -3.859, 1.645], [-2.588, -3.536, 1.178], [-2.175, -2.315, 1.641], [-1.156, -1.733, 1.232], [-3.131, -1.887, 2.406], [-6.529, -2.678, 2.694], [-5.852, -1.614, 1.581], [-5.743, -1.285, 3.351], [-4.053, -3.191, 3.593], [-4.682, -3.828, 0.838], [-3.871, -4.825, 2.143], [0.382, -1.898, 6.183], [-0.281, -1.119, 5.067], [-0.580, 0.359, 5.281], [-0.221, 0.991, 4.075], [0.439, 0.134, 3.334], [0.812, 0.358, 2.198], [0.486, -1.109, 3.914], [-0.299, -2.048, 7.020], [1.278, -1.386, 6.536], [0.733, -2.858, 5.805], [-1.277, -1.502, 4.845], [0.047, 0.790, 6.061], [-1.558, 0.682, 5.636], [3.835, 5.656, 0.529], [4.132, 4.541, -0.578], [5.126, 3.493, -0.204], [4.276, 2.346, -0.283], [2.995, 2.655, -0.576], [2.082, 1.789, -0.627], [2.933, 3.944, -0.830], [3.061, 6.278, 0.081], [4.622, 6.389, 0.711], [3.495, 5.244, 1.479], [4.436, 5.074, -1.479], [5.448, 3.696, 0.817], [5.990, 3.449, -0.868], [4.240, 2.723, -4.662], [4.160, 1.208, -4.688], [5.029, 0.320, -3.852], [4.041, -0.297, -2.985], [2.866, -0.022, -3.374], [1.857, -0.384, -2.801], [2.848, 0.785, -4.344], [3.572, 3.147, -5.411], [5.204, 3.002, -5.087], [4.180, 3.183, -3.675], [4.280, 0.983, -5.747], [5.680, 1.026, -3.336], [5.566, -0.432, -4.430]], "lowdin_charge": [1.7524, 0.0867, -0.8390, -0.1417, -0.1084, 0.0976, 0.1128, -0.8430, -0.1373, -0.1177, 0.1046, -0.0199, -0.2789, -0.0491, 0.0744, -0.5795, 0.0743, 0.1252, 0.0890, 0.0860, 0.0780, 0.1548, 0.1081, 0.1432, 0.0138, -0.2950, -0.0584, 0.0625, -0.4885, 0.0401, 0.1082, 0.0786, 0.0626, 0.0797, 0.1464, 0.1209, 0.1361, -0.0107, -0.3606, -0.0951, 0.1171, -0.5067, 0.0588, 0.1020, 0.0864, 0.0883, 0.0894, 0.1424, 0.1276, 0.1377, 0.0006, -0.3478, -0.0797, 0.0809, -0.4573, 0.0420, 0.1167, 0.0779, 0.0750, 0.0885, 0.1468, 0.1329, 0.1333, -0.0060, -0.3144, -0.0293, 0.1417, -0.6761, 0.0856, 0.1522, 0.0940, 0.0849, 0.0793, 0.1486, 0.1334, 0.1400]}

# 3
{"formula": "C22H33BeBrCl2F3KN4O13S2", "method": "ωB97M-V with the def2-TZVPD basis set", "e_tot_ev": -197548.6683, "homo_energy_ev": -6.221, "orbital_gap_ev": 1.0, "largest_force_ev_per_a": 11.35, "symbols": ["O", "N", "O", "C", "C", "O", "C", "O", "C", "C", "C", "C", "C", "C", "O", "C", "O", "C", "C", "C", "C", "C", "F", "F", "F", "H", "H", "H", "H", "H", "H", "H", "H", "H", "H", "H", "H", "H", "H", "C", "C", "N", "H", "H", "H", "Cl", "C", "O", "N", "N", "H", "H", "H", "H", "Be", "C", "C", "O", "S", "O", "O", "O", "H", "H", "H", "H", "Cl", "K", "C", "S", "O", "C", "H", "H", "H", "H", "H", "H", "Br", "O", "H", "H"], "coordinates": [[-2.345, -2.672, 4.458], [-2.344, -2.909, 3.316], [-2.152, -1.702, 2.653], [-1.551, -1.891, 1.368], [-0.513, -0.725, 1.129], [0.750, -0.750, 1.784], [0.987, -1.988, 2.447], [0.578, -2.217, 3.513], [1.882, -3.030, 1.685], [3.280, -3.114, 2.049], [4.214, -4.016, 1.404], [3.700, -4.893, 0.293], [2.289, -4.790, -0.021], [1.383, -3.895, 0.655], [-1.167, 0.390, 1.805], [-1.799, 1.320, 1.001], [-2.241, 2.343, 1.340], [-1.779, 0.681, -0.442], [-0.453, -0.128, -0.349], [-0.090, -1.131, -1.547], [1.491, -1.428, -1.625], [2.212, -0.812, -2.956], [1.444, -1.012, -4.045], [3.317, -1.587, -3.145], [2.652, 0.546, -2.826], [-2.370, -1.731, 0.614], [-1.164, -2.915, 1.187], [3.646, -2.454, 2.853], [5.270, -4.020, 1.760], [4.344, -5.591, -0.278], [1.876, -5.415, -0.836], [0.328, -3.875, 0.328], [-1.806, 1.560, -1.124], [-2.728, 0.137, -0.640], [0.432, 0.588, -0.294], [-0.577, -2.106, -1.275], [-0.543, -0.839, -2.524], [1.602, -2.533, -1.741], [2.001, -1.050, -0.671], [-5.665, 2.785, -0.382], [-4.906, 1.957, -1.340], [-4.326, 1.328, -2.079], [-5.641, 2.327, 0.606], [-5.226, 3.779, -0.323], [-6.699, 2.872, -0.711], [3.369, -0.430, 1.755], [6.430, -0.513, -1.127], [5.842, -1.551, -0.864], [6.525, -0.033, -2.407], [7.038, 0.258, -0.179], [7.002, 0.814, -2.651], [6.089, -0.575, -3.133], [6.995, -0.065, 0.822], [7.522, 1.113, -0.393], [5.469, -6.101, 1.399], [-6.890, 3.615, -3.919], [-7.088, 4.715, -4.933], [-8.424, 5.212, -4.675], [-8.748, 5.083, -3.108], [-8.503, 6.343, -2.488], [-9.979, 4.385, -2.959], [-7.540, 4.091, -2.717], [-7.385, 2.694, -4.231], [-5.840, 3.413, -3.730], [-6.986, 4.348, -5.986], [-6.386, 5.539, -4.769], [-5.808, 2.959, -6.573], [2.245, 1.647, -1.437], [1.476, -1.016, 6.609], [2.796, -0.171, 5.721], [4.089, -0.733, 6.202], [2.568, 1.424, 6.528], [1.458, -2.056, 6.289], [1.663, -0.968, 7.683], [0.521, -0.547, 6.372], [2.684, 1.315, 7.606], [1.575, 1.811, 6.293], [3.323, 2.112, 6.149], [5.930, -0.733, 2.185], [1.429, 2.522, -5.568], [2.243, 3.038, -5.562], [1.704, 1.645, -5.280]], "lowdin_charge": [0.0920, -0.0145, -0.0859, -0.0707, -0.3301, -0.0524, -0.4376, 0.2055, -0.1310, -0.1443, -0.1620, -0.1633, -0.0679, -0.0384, 0.0602, -0.4347, 0.1837, -0.0325, -0.1853, -0.0739, -0.0324, -0.4693, 0.1578, 0.1244, -0.2947, 0.1506, 0.1153, 0.0381, 0.0113, 0.0116, 0.1106, 0.0977, 0.1267, 0.1105, 0.0883, 0.1176, 0.1325, 0.1202, 0.0924, -0.0419, -0.2612, 0.1490, 0.0801, 0.0911, 0.0731, 0.2834, -0.7120, -0.0274, 0.1485, 0.0530, 0.0922, 0.0969, -0.1550, 0.0926, 0.3945, -0.2580, -0.3054, -0.2041, 0.5963, -0.2482, -0.2405, -0.2424, 0.1102, 0.0907, -0.0677, 0.1257, -0.2573, 1.0669, -0.2643, 0.7666, -0.5559, -0.2654, 0.0466, 0.0597, 0.0581, 0.0591, 0.0549, 0.0486, 0.5353, -0.0398, 0.0377, 0.0098]}